The following is a DFT calculation (ωB97M-V with the def2-TZVPD basis set) of a molecular structure, C11H14Cl12F9MgNaO9S3 in a non-equilibrium geometry.

Values from the calculation:
highest occupied orbital energy: -10.49 eV
HOMO-LUMO gap: 9.01 eV
E_tot: -9082.99464 Eh
LUMO level: -1.5 eV

Each line ends with the Löwdin charge.
CARTESIAN COORDINATES (ANGSTROEM)
1 O 0.94939 -0.51081 -2.79420  -0.322
2 O -1.34379 -2.15920 -1.03314  -0.411
3 S -2.17605 -2.10123 -2.27503  0.569
4 Cl -2.49010 -5.70453 2.77426  0.537
5 H -4.33444 2.62776 2.19368  0.081
6 Cl 1.06588 4.03505 -0.67776  0.624
7 F -4.21936 -3.36244 -1.33209  0.195
8 C 0.92269 5.12780 1.81728  -0.639
9 C -3.18023 0.90419 1.67012  -0.558
10 Cl -0.53946 4.37760 2.54303  0.531
11 H -0.92400 -3.96316 2.37935  -0.011
12 C -1.73080 -4.42614 1.83590  -1.519
13 O 2.52448 -2.33798 0.73233  -0.341
14 H 2.83557 -1.50225 -2.33225  0.048
15 C -3.96664 -2.21837 -1.79127  -0.804
16 O 0.87275 -0.77330 -0.01302  -0.316
17 O -0.03378 1.33255 -1.90470  -0.359
18 C 3.91419 -1.39731 -2.29910  -0.587
19 H 5.52691 -0.67762 -3.39691  0.085
20 H 1.93043 3.22654 1.35534  0.046
21 F 3.26937 0.43943 1.14812  0.204
22 Cl 4.09212 -1.79989 -4.95690  0.603
23 Cl -2.85592 -3.12570 1.46309  0.606
24 H -0.83222 -0.56514 4.68697  0.003
25 S 0.99573 0.96735 -2.90065  0.566
26 C 4.45381 -0.83132 -3.54346  -0.695
27 O 0.60566 -1.89777 2.12982  -0.260
28 Cl -4.77149 2.27629 -0.07034  0.579
29 H 4.06615 0.17289 -3.67968  0.064
30 Cl -0.63054 -0.27550 7.02529  0.550
31 H 2.73710 4.69820 0.83475  0.076
32 C 1.76470 4.21434 0.94659  -0.635
33 O -1.93354 -3.12067 -3.20071  -0.207
34 C -3.72641 2.25390 1.37109  -0.661
35 H -2.92581 2.97861 1.23165  0.043
36 Na 3.86809 -4.19112 0.25705  0.614
37 H -3.96879 0.16814 1.56123  0.071
38 C 2.41445 -0.06281 1.94902  -0.819
39 F -4.24112 -1.34423 -0.87601  0.148
40 F 1.62349 0.85131 2.33747  0.200
41 O 2.28806 1.51902 -2.77666  -0.246
42 C 0.36352 1.47591 -4.54567  -0.723
43 H 4.21319 -0.81547 -1.43761  0.088
44 Cl -1.04372 -5.14423 0.36003  0.544
45 F -4.74304 -2.03121 -2.82287  0.189
46 Cl -1.89214 0.48555 0.49178  0.752
47 O -1.93539 -0.70320 -2.69011  -0.317
48 F 1.32858 1.34214 -5.45644  0.154
49 F 0.01170 2.75731 -4.47067  0.161
50 F 3.04105 -0.54050 2.99491  0.172
51 Cl -1.20770 1.70952 4.99586  0.527
52 Mg -0.47362 -0.46673 -1.35197  0.340
53 H 1.46475 5.52097 2.67010  0.065
54 S 1.48810 -1.39576 1.12581  0.523
55 Cl -3.02319 -0.50443 5.42341  0.523
56 F -0.60345 0.72732 -4.84817  0.233
57 Cl 4.53259 -3.08969 -2.09972  0.593
58 H -2.68612 0.88026 2.62756  0.024
59 H 0.59723 5.95694 1.19511  0.060
60 C -1.32886 0.01279 5.44910  -1.557